C55H127AgF12N6O21 | wB97M-V/def2-TZVPD

* HOMO-LUMO gap: 0.8 eV
* net charge: +2
* spin multiplicity: 1
* E_HOMO: -6.3469 eV

```
222
C55H127AgF12N6O21 wB97M-V/def2-TZVPD
H -16.85077 -20.72445 15.97796
N -6.21918 -1.57593 25.08946
N -15.04788 -18.75848 20.10164
H -5.78226 -7.89829 13.46259
H -3.17416 -3.07131 28.58838
O -14.76432 -4.90895 33.76151
O -4.77403 -2.95122 27.05963
H -6.26511 -15.24673 21.82857
H -16.17521 -3.81066 11.52882
H 3.13255 -11.53433 19.80646
C -4.20575 -2.78701 28.38079
H -14.03819 -5.18609 13.02011
C -3.05936 -19.83263 23.91060
C 0.06176 -11.09245 17.16246
H -14.69140 -4.75795 29.08664
C -17.07176 -1.96421 18.52907
C -25.02273 -3.77581 23.87039
H -17.21494 -19.51535 18.23224
C -7.41997 0.65114 29.31036
C -15.44084 -16.80549 21.59698
C -13.75499 -15.15678 22.13644
C 2.62271 -10.57445 19.88892
H -14.38832 -14.27012 22.16509
H -3.65006 -9.08425 25.69790
H -8.28108 -8.82026 20.12327
H -15.89019 -22.28413 16.09308
H -2.69036 -1.29448 15.85477
H -2.30289 -9.14422 27.65362
H -15.40305 0.20186 21.21809
O -23.90156 -4.62434 24.01332
H -10.25702 -8.45565 20.41842
O -3.72296 -18.56814 24.21786
H -12.40551 -5.80051 30.88995
C -13.72410 -4.31320 33.02293
C -19.14464 -8.52134 21.37606
O -12.89616 -6.08638 10.09585
C -15.91366 -0.87762 18.74062
O -6.25544 -6.00743 13.87485
H -15.44592 -4.64349 10.05220
H -22.22987 -7.61733 23.64725
C -4.73629 -2.10128 24.82695
H -5.56128 -3.19249 14.26293
C -23.49245 -5.25246 22.77658
H -4.13076 -3.39403 16.74070
O -6.21024 -12.09188 26.72921
H -15.21825 -17.47199 22.43024
C -22.01895 -5.76463 22.86222
H -12.08472 -7.19895 8.42517
F -1.55485 -12.58911 16.27923
F -6.47574 -8.44781 26.99142
H -5.58899 0.25955 25.78357
C -15.42503 -3.79668 10.73816
H -1.77906 -10.73344 27.45706
H 0.70747 -11.64888 19.96877
C -4.19126 -4.76089 14.12575
H -4.18237 -1.73728 28.67342
H -5.74389 -4.31701 15.40778
C -13.96519 -1.19794 21.93729
H -3.20879 -10.72156 25.12706
F -7.73508 -9.99437 27.67430
H -3.05053 -2.86541 25.89870
F -16.73114 -3.25349 18.40826
C -13.48111 -5.05774 12.09205
H -2.01868 -19.67456 23.62756
H -15.94309 -1.34274 21.65319
C -12.67087 -7.28552 9.34007
H -7.32841 -7.75336 21.10204
H -18.13642 -8.76907 21.70806
H -13.15166 -7.16367 11.86390
H -7.31075 0.15161 25.26220
H -1.24192 -9.30478 26.42475
C -3.35142 -10.08744 26.00208
O 1.26880 -11.00771 17.99204
H -0.72126 -10.60062 17.73959
F -17.86688 -1.98559 19.52297
C -13.93995 -5.45930 29.44933
H -11.03782 -7.08165 19.85462
C -5.38979 -17.13053 22.41252
H -25.85574 -4.20486 23.31351
H -3.60475 -1.30303 26.43359
F -0.48694 -13.26220 18.09660
C -19.31205 -7.15864 23.42164
C -15.14468 -19.52264 18.75476
H -7.72749 -1.21484 27.43778
H -14.08669 -2.23142 22.26173
H -23.58185 -4.49727 21.99568
H -14.04290 -3.04162 11.99972
H -10.33806 -6.98405 21.42763
H -20.49775 -7.80496 25.19789
C -6.13200 -18.81273 24.43764
N -13.99602 -3.79442 11.32802
O -14.68211 -2.18856 9.02098
O -14.91081 -1.24386 19.72867
H -4.84629 -3.01049 24.23590
O -7.23772 -16.79899 20.97215
C -2.34114 -1.34595 13.11930
N -5.05174 -3.76870 14.91749
C -15.14736 -0.85045 21.09411
H -16.12044 -17.03518 19.52713
H -13.20830 -5.57104 28.64914
C -6.40646 -9.69419 27.53029
H -8.90954 -16.88128 19.85215
H -16.64692 -2.56268 9.53987
O -7.28655 0.71383 27.90938
H -14.60994 -6.52592 11.09883
H -16.28015 0.08801 19.08896
H -4.70074 -16.57255 23.04652
H -2.28486 -2.88218 15.32751
H -16.96912 -18.21230 20.72340
C -4.38648 -2.78278 15.87521
H -16.90876 -20.52474 19.64206
C -10.15499 -7.37046 20.42499
H -14.14050 -18.34779 20.26925
H -24.72930 -2.81550 23.44635
H -8.09668 -0.10430 29.70971
Ag -10.66001 -0.74878 17.59602
H -13.77440 -3.22472 33.05082
F 0.53368 -13.29238 16.13105
H 0.63526 -9.92609 19.72113
H 2.73197 -10.32011 20.94319
H -4.86436 -17.64822 25.64900
H -6.74854 -16.98714 23.93538
H -2.31555 -2.22873 12.48044
H -5.82440 -10.37281 25.53089
O -14.29204 -16.08564 21.17501
H -7.67278 -16.04419 18.95264
H -19.04431 -7.70751 20.65792
C -14.96135 -1.08858 8.19451
H -14.82823 -18.85443 17.95385
H -15.78471 -1.66806 10.75200
C -7.79946 -7.84244 20.12312
C -3.08457 -2.14227 15.29445
H -15.94149 -1.24493 7.74397
H -14.40544 -20.32308 18.78490
O -19.89594 -8.09646 22.54173
H -6.97940 -7.95757 19.41436
H -15.12658 -20.82058 16.44342
H -14.94655 -0.15246 8.75268
H -12.73132 -14.90254 21.86156
H -3.73986 -20.15049 23.12068
H -13.23289 -3.62610 10.68817
F -5.84296 -9.62931 28.75986
H -18.41392 -7.60992 23.84332
C -16.08199 -17.65465 20.42317
H -2.54331 -0.46100 12.51590
C -8.05423 -16.21417 19.95947
H -4.93937 -3.25484 29.03732
H -18.98405 -6.29830 22.83826
C -6.52867 -0.28352 25.88439
H -19.44003 -9.42401 20.84124
C -12.25426 -4.60457 33.48751
C -2.06679 -9.86237 26.86837
H -6.75428 -1.73500 24.24776
H -4.94326 -17.97185 21.88253
H -15.13699 -19.50611 20.77485
H -20.14800 -6.06007 25.11805
H -5.15160 -2.05376 16.14207
H -3.39404 -4.18303 13.65819
H -24.14466 -6.11891 22.66710
H -6.97637 -7.52774 14.79452
N -6.46797 -17.75113 23.33730
H -14.27822 -0.97454 7.35284
H -14.45985 -6.38345 29.70179
H -6.97602 -18.78813 25.12694
C -5.16941 -5.46379 13.14339
H -13.65293 -15.74516 23.04831
H -7.79727 1.63742 29.58052
H -6.00939 -0.90492 27.82685
H -3.07784 -20.43397 24.81953
C -13.14386 -5.03388 30.65500
F -17.80412 -1.55070 17.40689
C -8.89701 -6.86054 19.77052
O -3.40454 -1.53197 14.08578
C -20.36204 -6.95334 24.53123
F -11.75459 -5.84378 33.39729
H -6.09542 -19.76166 23.90258
N -21.82548 -6.77362 24.02766
H -4.73420 -19.27755 25.98813
C -16.49990 -20.20266 18.68436
O -16.50714 -21.39684 17.85906
C -15.66699 -2.45240 10.00428
H -21.69000 -6.37309 22.01980
H -16.18202 -16.09446 21.96192
C -6.01808 -16.20065 21.36261
H -12.46759 -4.21317 30.41583
H -25.34710 -3.47514 24.86663
H -12.17584 -8.03180 9.96145
H -3.66878 -5.40926 14.82911
C -0.37067 -12.60500 16.90195
H -13.04339 -1.19980 21.35558
O -8.67728 -5.48676 19.82446
C -6.01091 -7.29845 14.34351
C -13.54671 -6.34731 11.25927
C -5.67978 -10.77280 26.53449
C -16.10123 -21.30284 16.51810
H -5.62687 -4.71887 12.49229
O -14.04711 -4.76429 31.68105
O -4.21818 -10.78853 26.80401
H -1.37297 -1.15243 13.58115
H -22.38192 -6.54184 24.83807
C -6.89870 -0.51487 27.33178
C -4.80473 -18.60615 25.13236
H 3.14498 -9.94398 19.16931
O -15.20956 -0.47486 17.63731
H -12.42401 -4.92330 12.32129
H -5.18465 -7.34901 15.05262
O 0.28533 -10.32013 16.02624
H -21.31137 -4.95382 23.03551
H -6.75065 -2.30628 25.54137
H -7.27922 -18.01490 22.79657
H -4.35435 -1.25275 24.25932
H -13.97713 -0.64041 22.87384
H -8.49690 -15.28072 20.30706
H -6.45169 0.55468 29.80151
H -5.30648 -16.13750 20.53935
C 1.17598 -10.82618 19.42862
C -3.94895 -2.28244 26.10137
H -13.64360 -7.68272 9.05002
F -12.07718 -4.21380 34.80357
H -8.93651 -7.09842 18.70753
F -11.42968 -3.78967 32.79199
H -4.67801 -6.09088 12.39949
```

Löwdin population analysis, charges in e, atoms 1 to 2:
1 H 0.099
2 N 0.067